[1]
The following is a quantum chemistry calculation of a cluster of 3 separate species, C23H45IN3O9 in total in a non-equilibrium geometry, from the OMol25 dataset.

Computed properties:
E_HOMO (eV): -12.10
Net charge: +1
Lowest unoccupied orbital energy (Eh): -0.139
Electronic energy (eV): -55572.45070
Gap between HOMO and LUMO (hartree): 0.306

Structure (XYZ):
```
81
Properties=species:S:1:pos:R:3:forces:R:3
C -0.636 4.582 4.793 0.3 -0.6 -0.6
C -0.667 6.005 4.282 1.5 -1.9 -0.7
O -1.355 6.774 4.808 -2.5 2.8 1.6
O 0.086 6.362 3.205 0.0 -1.2 -0.8
C -0.671 6.972 2.151 -0.4 0.9 -0.7
C -0.327 6.410 0.761 0.6 -0.9 0.5
C -0.136 4.864 0.708 0.0 0.9 -0.7
C -1.332 4.144 0.027 1.8 -0.5 0.5
C -0.902 2.678 -0.168 0.0 1.4 0.3
N -0.794 2.037 1.171 -0.9 -1.7 -0.6
C -0.343 0.635 1.104 0.1 -1.0 0.0
C -1.198 -0.284 0.172 1.1 0.8 -0.1
C -0.514 -0.473 -1.205 -0.9 -0.1 -0.1
I -0.019 -2.538 -1.585 0.0 0.8 0.1
C -1.870 2.219 1.942 0.1 0.5 0.3
N -2.520 1.203 2.579 1.0 -0.2 1.0
N -2.308 3.462 2.151 -1.9 -0.1 -1.6
C -2.572 4.249 0.887 0.2 0.3 0.3
C -3.855 3.675 0.271 0.3 -0.1 -1.1
C -4.512 4.538 -0.846 -0.2 0.6 0.8
C -4.247 6.054 -0.766 -0.8 0.0 -0.8
O -3.177 6.494 -1.596 0.4 -0.2 0.4
H -1.654 4.322 5.084 0.0 0.2 0.1
H -0.326 3.861 4.034 0.3 0.1 0.1
H -0.012 4.469 5.680 0.1 0.2 -0.1
H -0.456 8.043 2.126 0.0 -0.1 0.2
H -1.748 6.896 2.331 0.1 -0.2 0.3
H 0.597 6.892 0.437 0.0 -0.1 0.0
H -1.090 6.640 0.010 -0.1 0.5 0.3
H 0.110 4.437 1.683 -0.2 0.1 0.0
H 0.750 4.698 0.086 -0.1 -0.2 0.0
H -1.454 4.560 -0.974 -0.3 0.1 0.1
H -1.644 2.206 -0.820 0.3 -0.6 0.3
H 0.089 2.643 -0.617 -0.1 -0.1 -0.1
H -0.362 0.170 2.089 0.1 0.5 0.1
H 0.711 0.633 0.822 -0.1 0.1 -0.2
H -2.168 0.206 0.063 -0.1 -0.3 -0.1
H -1.345 -1.245 0.662 -0.1 0.1 0.0
H -1.216 -0.204 -1.994 0.1 -0.2 -0.1
H 0.355 0.170 -1.332 0.2 -0.3 0.1
H -1.991 0.698 3.273 -0.4 -0.5 -0.3
H -3.474 0.957 2.376 -0.1 0.4 0.3
H -3.203 3.423 2.634 0.4 0.1 0.5
H -2.661 5.288 1.201 -0.3 -0.1 -0.1
H -3.574 2.715 -0.194 -0.1 0.0 0.2
H -4.613 3.413 1.016 0.2 0.3 0.2
H -4.281 4.206 -1.863 0.1 -0.1 0.2
H -5.592 4.416 -0.735 0.1 -0.1 -0.1
H -4.121 6.426 0.255 0.2 -0.1 0.0
H -5.148 6.551 -1.144 0.1 0.0 0.1
H -2.812 5.740 -2.070 -0.2 0.2 -0.1
C -2.696 -9.187 -2.313 0.0 0.3 -0.1
C -1.349 -9.644 -1.794 -0.5 -0.3 0.1
O -0.289 -8.814 -2.295 0.2 0.1 0.1
C -0.125 -7.651 -1.672 -0.1 -0.1 -0.1
O -0.764 -7.243 -0.734 0.1 0.0 -0.1
O 0.873 -6.993 -2.277 -0.1 0.0 0.1
C 1.111 -5.693 -1.751 0.2 0.2 0.0
H -2.684 -9.122 -3.402 0.0 -0.1 0.0
H -3.480 -9.880 -2.008 0.0 0.0 0.0
H -2.947 -8.196 -1.933 0.0 -0.1 0.1
H -1.139 -10.651 -2.150 0.2 0.1 -0.1
H -1.328 -9.673 -0.705 0.1 0.2 0.0
H 1.248 -5.722 -0.671 -0.2 0.0 0.0
H 0.280 -5.028 -2.010 0.0 -0.4 0.1
H 2.023 -5.316 -2.210 0.0 -0.2 -0.1
C 8.489 -5.297 -2.199 -0.2 -0.1 0.2
C 7.752 -4.078 -2.713 0.6 -0.1 -0.1
O 6.338 -4.187 -2.482 -0.2 0.2 0.0
C 5.934 -3.902 -1.246 0.2 -0.1 -0.1
O 6.631 -3.552 -0.328 -0.2 0.0 -0.1
O 4.607 -4.083 -1.192 0.0 0.1 0.0
C 4.044 -3.882 0.103 -0.2 0.0 0.2
H 8.058 -6.208 -2.618 0.1 0.0 -0.1
H 9.544 -5.248 -2.468 0.0 0.0 0.0
H 8.413 -5.372 -1.115 0.1 0.1 0.0
H 7.876 -3.999 -3.792 -0.3 0.0 0.0
H 8.140 -3.159 -2.273 -0.1 0.0 0.1
H 4.329 -2.914 0.513 0.1 -0.1 0.0
H 4.350 -4.683 0.774 0.1 0.1 0.0
H 2.962 -3.909 -0.005 0.0 0.0 -0.2
```
Forces are in eV/Å.



[2]
The following is a quantum chemistry calculation of the ion C4H8N3OS2 with charge +1 in a non-equilibrium geometry, from the OMol25 dataset.

Computed properties:
E_HOMO (eV): -12.57
Net charge: +1
Lowest unoccupied orbital energy (Eh): -0.209
SMILES: CC(=[NH2+])C(=O)NC(=S)NS
Electronic energy (eV): -32457.45659
Relative energy (zero: lowest compared OMol25 entry of this formula, charge and spin) (eV): 0.3659
Gap between HOMO and LUMO (hartree): 0.253

Structure (XYZ):
```
18
Properties=species:S:1:pos:R:3:forces:R:3
C 0.708 -1.135 0.650 1.6 2.0 -1.2
C -1.715 -0.691 0.154 -1.4 1.4 -2.3
C 1.264 -0.032 -0.208 -1.9 1.5 -1.5
C 2.542 0.630 0.254 -2.1 0.1 -4.4
N -0.569 -1.379 0.682 -4.1 -0.8 0.0
N -2.169 0.353 0.868 0.7 -0.5 -0.6
N 0.519 0.352 -1.244 2.6 -0.6 1.0
O 1.535 -1.776 1.196 1.8 -1.8 1.3
S -2.450 -0.924 -1.392 1.5 -0.7 1.6
S -3.135 1.656 0.290 -0.2 -0.1 0.4
H -1.829 0.507 1.793 0.4 0.1 0.6
H 2.192 1.593 0.502 -0.1 1.2 1.6
H 3.091 0.906 -0.672 0.3 -0.6 0.6
H 3.009 -0.033 0.892 1.2 -0.7 1.7
H -0.730 -2.347 0.895 -0.4 -0.5 0.4
H -0.236 -0.115 -1.742 -0.9 -0.9 1.1
H 0.883 1.002 -1.897 0.9 1.2 -0.4
H -2.910 1.432 -1.020 0.1 -0.2 0.1
```
Forces are in eV/Å.



> What is the formula in the first record?

C23H45IN3O9